66
Properties=species:S:1:pos:R:3 method="wB97M-V/def2-TZVPD" charge=-1 spin_multiplicity=5 de_lowest_ev=0.748 lumo_ev="1.788 / 1.788" homo_energy_ha="-0.125 / -0.130" s2=6.036
Se 1.1172 -3.4775 1.9059
Cr -1.0672 -2.2942 1.5519
Cl 1.5253 2.8241 1.8321
Cl 2.8090 7.6734 -0.0718
Cl 0.0942 -1.1938 -0.6206
S -3.4875 -4.9019 4.8112
S -2.2599 -2.0760 -2.1618
S -2.7967 -3.9087 0.6006
S -1.8724 -2.6204 3.8143
S -4.2257 -5.9487 2.2030
O -5.0410 -7.0006 4.4745
O -1.2438 2.6053 -1.5756
N -2.3655 -0.5389 1.3144
N -2.5080 1.6306 0.9528
C -1.1536 -0.8443 -1.7665
C 3.2583 -2.2315 -1.5076
C -4.3388 -6.1750 3.9417
C -3.4607 -0.2991 0.5175
C -1.3731 0.3374 -2.4229
C -2.8745 -4.0252 3.4151
C -0.7334 2.7917 -0.2721
C 3.8314 -0.7443 0.2491
C 1.6063 -4.0582 -1.2724
C 1.7855 6.2647 -0.1250
C -1.8328 0.6291 1.5615
C 2.4058 -2.9347 -0.6646
C -0.5733 1.5976 -2.3350
C 1.2109 4.1119 0.7028
C -1.9134 2.9271 0.6999
C 2.0298 5.2292 0.7596
C 3.9832 -1.1312 -1.0734
C -3.5475 1.0340 0.2657
C 0.1704 4.0057 -0.2170
C -3.2150 -4.5100 2.2072
C -2.5036 0.2086 -3.2877
C -3.0637 -1.0339 -3.2457
C 2.8573 -0.9220 2.5311
C 0.7518 6.2029 -1.0521
C 2.9947 -1.4254 1.1248
C 2.2739 -2.5468 0.6823
C 4.8981 -0.3819 -2.0014
C -0.0434 5.0714 -1.0878
H -3.9164 -1.3867 -3.7986
H 4.3794 0.1198 0.6117
H 1.8150 -0.6863 2.7624
H 0.9593 -3.6746 -2.0655
H -0.8342 4.9928 -1.8199
H 2.2705 -4.7945 -1.7272
H 2.8364 5.2806 1.4746
H -2.8655 1.0153 -3.9059
H 3.4686 -0.0319 2.6785
H 4.3561 0.0287 -2.8561
H 0.4234 1.4130 -1.9244
H -4.0798 -1.1215 0.2066
H -0.9502 0.7992 2.1603
H -0.1553 1.9112 0.0303
H -4.2308 1.6116 -0.3272
H -2.6721 3.5833 0.2714
H 5.6828 -1.0279 -2.4001
H 5.3828 0.4468 -1.4857
H 3.1432 -1.6816 3.2585
H 0.9858 -4.5581 -0.5328
H -1.5812 3.3575 1.6477
H 3.3385 -2.5486 -2.5420
H 0.5835 7.0222 -1.7355
H -0.4482 2.0091 -3.3391

***

60
Properties=species:S:1:pos:R:3 method="wB97M-V/def2-TZVPD" spin_multiplicity=1 de_lowest_ev=0.395 lumo_ev=-0.269 homo_energy_ha=-0.287
Pb -2.3022 0.0697 -1.7700
Cl -7.2908 5.4821 -0.1918
Cl -7.2260 0.1155 -0.0341
Cl -2.8512 2.7592 -1.6455
O -0.0127 0.6683 -1.2671
O -0.3873 0.1227 -3.3576
O -4.4795 0.4335 -1.0092
N 2.3330 0.0209 -0.1990
C 4.9241 1.2113 -0.4927
C 6.4101 1.7602 2.0300
C -6.4377 1.6055 -0.3605
C 0.3831 0.1221 -2.3610
C -3.4381 -1.9476 1.4088
C -3.2928 -3.0712 0.6006
C 4.6634 0.4473 3.2260
C 1.6558 -0.6072 -2.4202
C -5.1422 4.0077 -0.8719
C 2.5474 -0.6935 -1.3268
C -2.4009 -1.0263 1.4589
C -2.1357 -3.2812 -0.1285
C -1.0910 -2.3702 -0.0591
C 4.4265 0.7443 0.8428
C 3.6405 -1.5699 -1.4299
C 3.4587 -0.2294 3.2832
C -4.5003 2.7990 -1.0604
C 3.8640 -2.3006 -2.5719
C -4.6750 -1.7616 2.2263
C 3.0098 -2.1786 -3.6656
C 3.1807 0.1095 0.9210
C 5.1466 0.9493 2.0226
C 1.9196 -1.3432 -3.5789
C -1.2282 -1.2346 0.7387
C -5.0985 1.5436 -0.8187
C -7.1092 2.7937 -0.1818
C -6.4553 3.9925 -0.4320
C 2.7042 -0.3686 2.1358
H 4.9857 0.3698 -1.1808
H 1.2285 -1.2361 -4.4018
H -8.1354 2.7938 0.1467
H 3.1950 -2.7417 -4.5673
H 4.7089 -2.9751 -2.6132
H -4.6407 4.9414 -1.0666
H 1.7408 -0.8555 2.1655
H 6.2525 2.7139 1.5292
H 4.2920 -1.6769 -0.5772
H 5.2305 0.6010 4.1335
H -4.1045 -3.7815 0.5515
H -0.4010 -0.5508 0.8460
H 1.4265 0.4747 -0.1521
H -5.5562 -1.9298 1.6120
H -2.5006 -0.1511 2.0847
H 7.2267 1.2376 1.5332
H 5.9084 1.6576 -0.4248
H 3.0926 -0.6183 4.2223
H 6.7132 1.9691 3.0521
H -2.0305 -4.1657 -0.7383
H -4.7260 -0.7606 2.6481
H -4.6888 -2.4818 3.0456
H 4.2342 1.9369 -0.9209
H -0.1646 -2.5452 -0.5881

***

66
Properties=species:S:1:pos:R:3 method="wB97M-V/def2-TZVPD" spin_multiplicity=1 lumo_ev=-0.998 homo_energy_ha=-0.352 smiles="COCc1ccc2c(c1O)C(=O)NC2=O.O=[N+]([O-])c1ccccc1.O=[N+]([O-])c1ccccc1.O=[N+]([O-])c1ccccc1"
O -5.2309 2.4626 -0.0778
O 0.9814 1.3876 -2.8000
O -13.3743 0.7368 0.5264
O -2.0770 2.6370 -0.2947
O -12.3192 -1.1045 0.1825
O 4.0168 1.9122 -0.8443
O 7.6309 -2.3456 4.7655
O 6.1687 -2.4796 3.1980
O -6.0433 0.2417 -3.9718
O 3.3534 0.0893 0.0909
N -5.7979 0.8558 -1.7157
N 4.1108 1.0409 -0.0036
N 7.1656 -2.8710 3.7739
N -12.4038 0.1068 0.1567
C -1.3438 1.8310 -2.4446
C -2.3440 2.0567 -1.4979
C 9.1054 -6.2955 2.2523
C -9.1165 2.2752 -1.3691
C 9.5942 -5.6730 3.3933
C 5.3541 0.1540 1.9257
C -3.6197 1.6556 -1.7968
C 0.1002 2.2593 -2.1237
C 7.9892 -5.7862 1.6018
C -2.8994 0.8240 -3.9475
C -1.6068 1.2448 -3.6539
C -3.8775 1.0208 -3.0228
C -11.3090 2.2439 -0.3844
C -5.3590 0.6483 -3.0759
C 8.9655 -4.5432 3.8904
C 5.2061 1.1416 0.9669
C -4.9291 1.7734 -1.0094
C 6.3773 0.2621 2.8524
C 1.3550 0.2745 -1.9794
C -10.1458 0.1745 -0.8245
C 7.2370 1.3530 2.8128
C -11.2549 0.8615 -0.3608
C 7.0809 2.3340 1.8405
C -9.0724 0.8891 -1.3331
C -10.2311 2.9522 -0.8917
C 7.8482 -4.0527 3.2371
C 6.0617 2.2296 0.9090
C 7.3539 -4.6583 2.0949
H 9.3482 -4.0612 4.7784
H 1.4401 -0.6143 -2.6148
H -5.5331 -0.0395 -1.2898
H 2.3216 0.4854 -1.4925
H -10.1088 -0.9049 -0.7976
H -12.1758 2.7735 -0.0165
H -0.8341 1.0921 -4.3972
H -10.2613 4.0333 -0.9183
H 0.2700 3.2999 -2.4254
H 4.6856 -0.6938 1.9626
H -3.1349 0.3592 -4.9009
H 0.2411 2.1699 -1.0360
H 10.4645 -6.0709 3.8973
H 7.6122 -6.2712 0.7117
H 6.4839 -4.2663 1.5882
H 8.0316 1.4390 3.5433
H 0.6248 0.0589 -1.1848
H -1.4886 3.3891 -0.4188
H 7.7529 3.1814 1.8111
H 5.9424 2.9931 0.1539
H -8.2782 2.8296 -1.7716
H 9.5955 -7.1813 1.8691
H -8.2032 0.3690 -1.7040
H 6.5030 -0.4904 3.6049

***

60
Properties=species:S:1:pos:R:3 method="wB97M-V/def2-TZVPD" spin_multiplicity=1 de_lowest_ev=0.000 lumo_ev=-1.732 homo_energy_ha=-0.302
Cl 0.5825 -0.4735 4.9637
Cl 2.8788 -0.6752 2.9902
Cl 1.3193 -3.2075 3.7490
P 0.4462 0.5299 -1.2562
O -1.3769 -1.6165 -1.9528
O 0.2608 -1.1399 2.2950
C -0.9717 0.0604 -0.3233
C -1.0264 1.5236 -3.4189
C -3.0992 -0.2511 3.4171
C 0.2141 1.0322 -2.9806
C 1.1374 1.9708 -0.4115
C 1.6147 -1.8307 -2.2016
C -0.0915 1.9202 -5.6211
C -2.0178 -1.0975 3.0502
C 1.2907 0.9650 -3.8796
C -0.8718 -0.5358 2.3680
C 1.8350 4.2880 -0.3419
C 2.6241 -2.7856 -2.3024
C 1.4441 3.1682 -1.0791
C 2.8611 -0.6751 -0.4867
C -3.0375 -1.3600 -0.2495
C 3.7794 -2.6646 -1.5215
C -4.1859 -2.1027 4.5374
C -1.7308 -0.9954 -0.9294
C -4.1676 -0.7563 4.1474
C -2.0569 -2.4634 3.4446
C -1.1731 1.9675 -4.7339
C 1.5829 3.0436 1.7192
C 3.8868 -1.6142 -0.6052
C 1.7320 -0.7513 -1.3114
C 1.8849 4.2371 1.0535
C -3.1296 -2.9479 4.1794
C 1.1410 1.4181 -5.1902
C 1.2557 1.9062 0.9817
B 1.2266 -1.3839 3.4803
H -2.8270 -2.0237 0.5953
H -0.8718 0.5385 2.1477
H -3.1386 -3.9963 4.4901
H -0.2060 2.2693 -6.6488
H 1.0918 0.9578 1.4960
H -1.8737 1.5541 -2.7343
H -2.1390 2.3528 -5.0613
H -3.6644 -1.8955 -0.9683
H 2.2479 0.5547 -3.5554
H 4.7617 -1.5128 0.0350
H 2.9377 0.1065 0.2633
H 2.5029 -3.6192 -2.9946
H -5.0132 -2.4797 5.1399
H -1.2240 -3.1214 3.1908
H -3.5819 -0.4918 0.1368
H 4.5876 -3.3895 -1.6205
H 1.5932 2.9870 2.8070
H 1.9942 1.3727 -5.8670
H 2.0817 5.2110 -0.8659
H -1.5069 0.8252 0.2502
H 0.7155 -1.9394 -2.8052
H -3.0585 0.7927 3.0981
H -4.9934 -0.1003 4.4316
H 2.1588 5.1251 1.6231
H 1.3641 3.2195 -2.1633

***

61
Properties=species:S:1:pos:R:3 method="wB97M-V/def2-TZVPD" charge=+1 spin_multiplicity=5 lumo_ev="-3.612 / -5.616" homo_energy_ha="-0.297 / -0.414" s2=6.051
Rh -0.3842 0.2664 -0.0272
Br -4.9653 -1.8829 -4.4340
Br -5.7715 -2.0000 3.4072
S 0.1838 2.0217 1.3479
Si 1.7482 0.7429 -1.0819
N -1.9974 -0.4994 1.1701
N -1.7358 -0.4009 -1.4472
N 0.8826 -0.8669 1.4264
C 1.0385 -2.1790 1.3697
C 2.4645 1.3620 4.5727
C 0.8457 2.6629 -4.6210
C -2.0515 -0.5156 2.5134
C 1.1402 1.2466 2.5425
C -2.9326 -0.9084 -0.9580
C 1.1403 1.9790 -2.3167
C 0.5726 3.1932 -1.9102
C -3.6700 -1.2971 -3.2097
C 1.6630 1.9756 3.5986
C -1.5291 -0.3678 -2.7854
C 1.4159 -0.1557 2.4539
C 0.2801 3.8590 -4.1975
C -2.4384 -0.7951 -3.7016
C 2.4218 -2.1552 3.3329
C -3.0784 -0.9389 0.4411
C -3.9156 -1.3571 -1.8765
C 0.2941 -2.9299 0.3117
C 2.2037 -0.7645 3.4420
C -3.1313 -0.9551 3.2235
C 0.1449 4.1264 -2.8424
C -4.2379 -1.3913 1.1255
C 2.7321 0.0221 4.4968
C 1.2639 1.7257 -3.6890
C 2.3074 -0.8356 -1.8836
C 3.1439 1.4128 -0.0634
C -4.2511 -1.3995 2.4829
C 1.8382 -2.8541 2.3207
H -4.8555 -1.7476 -1.5171
H -1.1739 -0.1539 3.0350
H -0.5830 0.0389 -3.1123
H 3.4267 0.7370 0.7470
H 2.8655 1.9523 5.3847
H 1.9641 -3.9245 2.2377
H -5.1028 -1.7261 0.5732
H 1.4472 3.0345 3.6608
H 2.6235 -1.5648 -1.1361
H 0.4602 -2.4879 -0.6701
H -0.0530 4.5857 -4.9268
H 0.4699 3.4220 -0.8551
H 1.5580 -1.2940 -2.5306
H 3.1832 -0.5945 -2.4954
H 0.9608 2.4627 -5.6782
H 3.0354 -2.6586 4.0704
H -0.7777 -2.8712 0.5162
H 1.6997 0.7960 -4.0376
H -3.1279 -0.9534 4.3021
H -2.2264 -0.7408 -4.7577
H -0.2919 5.0602 -2.5142
H 3.3472 -0.4575 5.2478
H 0.5894 -3.9762 0.2830
H 2.9158 2.3912 0.3603
H 4.0104 1.5248 -0.7211

***

65
Properties=species:S:1:pos:R:3 method="wB97M-V/def2-TZVPD" spin_multiplicity=1 de_lowest_ev=0.308 lumo_ev="-0.230 / -0.238" homo_energy_ha="-0.253 / -0.253"
Ru -0.3915 -0.0939 -0.4044
Cl -1.5765 2.1087 -0.6731
Cl 1.5642 2.7718 3.7363
S 0.5470 0.8372 1.5090
O -1.6459 -1.0100 -1.9342
O 1.1981 0.8305 -1.5583
O -2.6620 -0.8496 2.4323
N 0.6261 -1.5363 -0.1768
N 3.5222 -1.0230 -3.2811
N -3.5916 -2.0685 -1.3052
N -2.1725 -0.9313 0.2060
N 3.1049 -0.2591 -2.2083
C 5.0815 1.0561 -1.6728
C 4.0053 0.2850 -1.2514
C 3.7488 0.0654 0.0918
C -2.9710 -1.1917 1.3105
C 1.7895 0.0722 -2.3631
C -0.9343 -4.7132 0.8440
C -0.0288 4.6484 2.6909
C 1.3572 -0.5797 -3.5537
C 0.4120 3.3447 2.5739
C -3.8541 -2.5054 -2.6663
C 0.1305 -2.8309 -0.2198
C -0.9376 5.1634 1.7783
C -1.3911 4.3554 0.7507
C 5.9303 1.5983 -0.7223
C -0.0257 2.4710 1.5586
C 4.6725 -1.8991 -3.1622
C 2.5278 -2.1622 -5.2323
C 2.4340 -1.2499 -4.0611
C -0.9332 3.0543 0.6690
C -0.0891 -4.9307 -1.3909
C 0.3506 -3.6188 -1.3590
C -0.5262 -3.3907 0.8844
C -4.4461 -2.3455 -0.2586
C 5.6776 1.3981 0.6294
C 4.5868 0.6441 1.0339
C -2.4802 -1.3386 -1.0319
C -4.1925 -1.9389 0.9905
C -0.7273 -5.4893 -0.2896
H -5.3228 -2.9200 -0.5247
H 0.3447 5.2538 3.5048
H -2.0938 4.7233 0.0161
H -2.9085 -2.7302 -3.1522
H 4.3610 -2.9394 -3.0541
H 3.3393 -1.8700 -5.8997
H 5.2391 1.2317 -2.7298
H 0.8520 -3.1761 -2.2104
H -4.4636 -3.4058 -2.6331
H 0.0791 -5.5287 -2.2787
H -1.4279 -5.1387 1.7090
H 0.3562 -0.5439 -3.9465
H -4.8675 -2.1743 1.7983
H 5.3163 -1.7939 -4.0340
H 6.7764 2.1956 -1.0351
H 5.2374 -1.6130 -2.2796
H 2.7119 -3.1900 -4.9115
H 1.5948 -2.1428 -5.7896
H -1.2885 6.1816 1.8696
H -4.3740 -1.7338 -3.2353
H 4.3720 0.5085 2.0854
H -0.6912 -2.7805 1.7643
H -1.0521 -6.5212 -0.3118
H 2.8864 -0.5251 0.3736
H 6.3300 1.8425 1.3695

***

57
Properties=species:S:1:pos:R:3 method="wB97M-V/def2-TZVPD" charge=-1 spin_multiplicity=7 lumo_ev="1.589 / 2.326" homo_energy_ha="-0.131 / -0.132" s2=12.022
Eu -0.6296 2.3774 -0.8995
Cl -0.3220 1.5390 -3.2817
P 0.8534 -0.8106 0.6234
N 0.2494 0.5828 0.1905
C -1.0145 -1.1200 4.2618
C -2.4567 5.3376 -3.1388
C -0.0842 -4.5402 -2.0667
C -1.1110 -3.8676 -1.3740
C 0.5246 -2.2960 -0.4611
C -0.5365 -0.6391 3.0379
C -3.1100 0.6179 0.5422
C -3.3324 0.4846 -0.8425
C -0.1746 -3.3370 3.7423
C 5.4705 -0.7381 1.1927
C 1.2430 -4.0973 -1.9427
C -0.8639 -2.4735 4.5962
C -3.0215 2.0070 0.8451
C -0.3076 5.4020 -2.2776
C 1.5457 -2.9941 -1.1282
C 4.8818 -0.3069 -0.0019
C 2.6752 -0.8256 0.8837
C 3.2743 -1.2244 2.0899
C -3.4062 1.7872 -1.4180
C 4.6655 -1.1945 2.2399
C -3.2737 2.7420 -0.3775
C 3.4921 -0.3378 -0.1458
C -0.8010 -2.7498 -0.5833
C 0.1767 -1.4947 2.1874
C 0.3645 -2.8383 2.5516
C -1.6048 4.6330 -4.0358
C -0.2778 4.6817 -3.5171
C -1.6637 5.8130 -2.0538
H -2.1463 -4.2250 -1.4480
H -1.2397 -2.8499 5.5412
H -2.8667 2.4491 1.8364
H -1.5032 -0.4374 4.9541
H 0.5589 5.6461 -1.6584
H -3.2972 3.8331 -0.5194
H 0.9474 -3.4829 1.8941
H 0.6105 4.2725 -3.9900
H 5.4994 0.0417 -0.8303
H -3.3690 -0.4344 -1.4167
H 5.1083 -1.5452 3.1729
H 3.0168 0.0348 -1.0552
H -0.0160 -4.3867 3.9925
H -1.6052 -2.2400 -0.0446
H 2.5840 -2.7015 -0.9806
H -0.6761 0.4038 2.7304
H -3.5228 5.5205 -3.2850
H 6.5539 -0.7649 1.2871
H -3.5035 1.9983 -2.4806
H 2.6373 -1.5602 2.9047
H -2.0127 6.4418 -1.2323
H 2.0430 -4.6259 -2.4701
H -2.9987 -0.1990 1.2561
H -0.3149 -5.4508 -2.6375
H -1.9128 4.1423 -4.9595

***

57
Properties=species:S:1:pos:R:3 method="wB97M-V/def2-TZVPD" charge=+1 spin_multiplicity=1 de_lowest_ev=1.817 lumo_ev=-5.475 homo_energy_ha=-0.362
F -4.1727 4.2345 1.8329
F -1.7012 -5.8169 0.1587
N 1.2479 1.6125 -0.1684
N 0.2407 0.1616 -1.5552
C 0.8025 2.3223 -1.2611
C 0.1594 1.4091 -2.1305
C 1.1380 3.6127 -1.6992
C -1.0117 -4.2572 1.8232
C -0.1106 -1.0834 -2.1939
C -2.7328 2.7098 2.9618
C -0.9489 -2.9338 2.2377
C 0.1735 3.0554 -3.8767
C 3.2718 -2.5502 0.8651
C 0.8185 3.9665 -3.0130
C -2.9338 0.9665 0.7552
C -2.5085 -3.5745 0.0232
C -3.5277 3.0211 1.8598
C -0.1638 1.7698 -3.4464
C -2.0404 1.5063 2.9414
C -1.5428 -1.8711 1.4941
C -1.7549 -4.5451 0.6771
C -3.6580 2.1606 0.7686
C 4.2585 -1.3967 -1.0288
C 4.3202 -2.3964 -0.0514
C -2.4673 -2.2573 0.4832
C 3.1491 -0.5524 -1.0947
C -2.0512 0.6347 1.8130
C 2.1390 2.1299 0.8447
C 0.9027 0.2125 -0.2749
C 2.1035 -0.7134 -0.1764
C -1.1474 -0.5090 1.8117
C 2.1576 -1.6986 0.8108
H -0.0467 3.3670 -4.8987
H 3.1086 0.2201 -1.8628
H 0.1193 -0.0674 0.5449
H 2.2957 3.2005 0.6882
H -1.4591 1.2100 3.8145
H -4.3058 2.4419 -0.0637
H -0.5414 -0.8880 -3.1794
H -0.8535 -1.6284 -1.5926
H 1.7085 1.9906 1.8479
H -3.0360 0.3043 -0.1025
H 1.6450 4.2784 -1.0078
H 1.0791 4.9543 -3.3966
H 3.1069 1.6062 0.8313
H -2.6543 3.4006 3.8036
H -0.4260 -0.4655 2.6297
H -0.4106 -2.6847 3.1551
H -3.1147 -3.8571 -0.8452
H -0.4731 -5.0425 2.3537
H 5.0658 -1.2711 -1.7427
H 1.3186 -1.7717 1.5112
H -3.1588 -1.5332 0.0569
H 5.1923 -3.0643 0.0003
H 0.7721 -1.7328 -2.2894
H 3.3064 -3.3287 1.6306
H -0.6471 1.0318 -4.0777

***

Number 1: calculated total energy -222016.264 eV, strongest force on any atom 0.80 eV/Å. Number 2: calculated total energy -79875.102 eV, strongest force on any atom 1.02 eV/Å. Number 3: calculated total energy -55851.166 eV, strongest force on any atom 1.78 eV/Å. Number 4: calculated total energy -81071.923 eV, strongest force on any atom 1.52 eV/Å. Number 5: calculated total energy -195712.610 eV, strongest force on any atom 0.55 eV/Å. Number 6: calculated total energy -81497.093 eV, strongest force on any atom 0.51 eV/Å. Number 7: calculated total energy -72072.771 eV, strongest force on any atom 2.03 eV/Å. Number 8: calculated total energy -37848.765 eV, strongest force on any atom 2.10 eV/Å.